*A*
Entry from OMol25: a cluster of 3 separate species, C5H15N2O in total (the ωB97M-V functional and the def2-TZVPD basis).

CARTESIAN COORDINATES (ANGSTROEM)
1 C 1.037 -0.542 -1.587
2 C 0.480 -1.204 -0.273
3 C 0.233 -0.200 0.794
4 C -0.993 0.324 0.772
5 C 1.076 0.817 2.894
6 N 1.245 -0.042 1.719
7 N 0.536 0.785 -1.875
8 H 0.881 -1.247 -2.404
9 H 2.100 -0.442 -1.391
10 H -0.463 -1.684 -0.547
11 H 1.209 -1.974 -0.025
12 H -3.109 -1.743 1.222
13 H -1.667 0.579 1.591
14 H 0.590 1.769 2.702
15 H 2.072 0.910 3.323
16 H 0.493 0.267 3.637
17 H 2.117 0.117 1.241
18 H 1.084 1.202 -2.612
19 H -0.454 0.814 -2.094
20 H -2.478 -2.104 1.077
21 H -3.203 0.752 -2.420
22 H -2.407 0.353 -1.120
23 O -2.474 0.255 -2.057

Total charge   +1
M   119.19 g mol⁻¹
HOMO level   -0.472 Ha



*B*
Entry from OMol25: a cluster of 2 separate species, C5H15N2O in total (the ωB97M-V functional and the def2-TZVPD basis).

CARTESIAN COORDINATES (ANGSTROEM)
1 C -2.133 0.679 1.420
2 C -0.931 1.469 0.935
3 C -0.369 0.892 -0.346
4 C 0.909 0.517 -0.415
5 N 1.496 -0.181 -1.474
6 C 2.737 0.381 -2.009
7 N -1.837 -0.813 1.310
8 H -2.388 0.917 2.451
9 H -3.034 0.848 0.840
10 H -1.232 2.516 0.788
11 H -0.158 1.473 1.697
12 H -1.067 0.758 -1.162
13 H 1.613 0.716 0.378
14 H 0.856 -0.454 -2.212
15 H 3.516 0.457 -1.254
16 H 3.091 -0.266 -2.801
17 H 2.552 1.352 -2.476
18 H -0.837 -1.006 1.154
19 H -2.308 -1.162 0.471
20 H -2.153 -1.402 2.080
21 H 0.985 -2.047 -0.225
22 H 0.337 -3.303 0.395
23 O 0.355 -2.341 0.456

Total charge   +1
M   119.19 g mol⁻¹
HOMO level   -0.442 Ha



Which of them is most stable, and which least? Most stable: *B*; least stable: *A*.



*A*
Entry from OMol25: the ion C5H15N2O with charge +1 (the ωB97M-V functional and the def2-TZVPD basis).

CARTESIAN COORDINATES (ANGSTROEM)
1 C -1.533 -1.974 0.199
2 O -1.350 -3.032 1.183
3 C -0.447 -0.923 0.525
4 C -0.673 0.360 -0.273
5 C 0.425 1.389 -0.166
6 C 2.083 2.426 -1.817
7 N 1.380 1.188 -1.482
8 N -0.471 -0.905 2.076
9 H -1.595 -2.391 -0.780
10 H -2.577 -1.651 0.349
11 H -1.637 -3.856 0.678
12 H 0.580 -1.286 0.356
13 H -0.890 0.187 -1.330
14 H -1.676 0.761 0.056
15 H -0.067 2.413 -0.356
16 H 1.081 1.552 0.606
17 H 2.747 2.234 -2.663
18 H 2.604 2.699 -0.930
19 H 1.439 3.138 -2.247
20 H 1.961 0.406 -1.258
21 H 0.235 -1.572 2.458
22 H -0.146 -0.030 2.380
23 H -1.471 -1.135 2.435

Total charge   +1
M   119.19 g mol⁻¹
SMILES   CNCC[C@@H]([NH3+])CO
HOMO level   -0.443 Ha



*B*
Entry from OMol25: a cluster of 2 separate species, C5H15N2O in total (the ωB97M-V functional and the def2-TZVPD basis).

CARTESIAN COORDINATES (ANGSTROEM)
1 C -1.090 -2.232 1.277
2 C -1.316 -1.800 -0.175
3 C 0.031 -1.697 -0.902
4 C 0.836 -0.349 -0.603
5 C 0.282 0.911 -0.450
6 N 1.095 1.955 0.094
7 N 2.143 -0.579 -0.359
8 H -1.910 -1.883 1.866
9 H -0.259 -1.690 1.811
10 H -1.103 -3.249 1.303
11 H -1.948 -2.480 -0.734
12 H -1.742 -0.774 -0.280
13 H -0.105 -1.859 -1.994
14 H 0.728 -2.490 -0.508
15 H -0.713 1.030 -0.725
16 H 0.906 2.003 1.157
17 H 1.952 1.796 -0.233
18 H 0.713 2.894 -0.181
19 H 2.774 0.103 -0.239
20 H 2.553 -1.323 -0.790
21 H -1.769 3.430 0.581
22 H -1.018 4.635 -0.038
23 O -1.037 3.651 0.121

Total charge   +1
M   119.19 g mol⁻¹
HOMO level   -0.463 Ha



Which of them is most stable, and which least? Most stable: *B*; least stable: *A*.



*A*
Entry from OMol25: the ion C5H15N2O with charge +1 (the ωB97M-V functional and the def2-TZVPD basis).

CARTESIAN COORDINATES (ANGSTROEM)
1 C 0.973 -1.088 -0.003
2 N 0.117 -0.051 0.494
3 C -0.953 -0.524 1.380
4 C -1.628 0.638 2.114
5 O -0.741 1.752 2.250
6 C 0.614 -1.402 -1.472
7 N 0.234 -0.146 -2.137
8 C 1.404 0.652 -2.630
9 H 2.020 -0.751 0.023
10 H 1.040 -1.989 0.591
11 H 0.623 0.685 0.978
12 H -1.682 -1.021 0.745
13 H -0.628 -1.280 2.104
14 H -2.461 1.029 1.545
15 H -1.992 0.276 3.074
16 H -0.295 1.760 3.110
17 H -0.250 -2.054 -1.450
18 H 1.412 -1.907 -2.004
19 H -0.226 -0.413 -3.006
20 H -0.340 0.420 -1.492
21 H 1.790 0.194 -3.540
22 H 2.217 0.667 -1.913
23 H 1.043 1.640 -2.887

Total charge   +1
M   119.19 g mol⁻¹
SMILES   C[NH2+]CCNCCO
HOMO level   -0.489 Ha



*B*
Entry from OMol25: the ion C5H15N2O with charge +1 (the ωB97M-V functional and the def2-TZVPD basis).

CARTESIAN COORDINATES (ANGSTROEM)
1 C -1.362 -1.069 -0.262
2 N -0.016 -1.519 -0.026
3 C 0.783 -0.824 1.041
4 C 0.627 0.727 1.168
5 C 1.199 1.305 2.419
6 O 1.018 1.408 -0.048
7 C -1.496 -0.746 -1.833
8 N -0.688 0.435 -2.255
9 H -1.713 -0.190 0.272
10 H -2.161 -1.783 -0.034
11 H 0.168 -2.519 0.014
12 H 0.680 -1.221 2.043
13 H 1.838 -1.022 0.666
14 H -0.489 0.931 1.212
15 H 0.651 2.218 2.698
16 H 1.047 0.780 3.359
17 H 2.267 1.439 2.334
18 H 1.070 2.346 0.181
19 H -2.600 -0.712 -2.040
20 H -1.064 -1.655 -2.328
21 H -1.265 1.264 -2.438
22 H -0.219 0.131 -3.108
23 H -0.105 0.824 -1.465

Total charge   +1
M   119.19 g mol⁻¹
SMILES   C[C@@H](O)CNCC[NH3+]
HOMO level   -0.467 Ha



Which of them is most stable, and which least? Most stable: *A*; least stable: *B*.



*A*
Entry from OMol25: a cluster of 2 separate species, C3H7O in total (the ωB97M-V functional and the def2-TZVPD basis).

CARTESIAN COORDINATES (ANGSTROEM)
1 O 0.076 -2.353 0.652
2 H 0.622 -2.380 -0.141
3 C -0.235 0.339 0.833
4 C 0.348 1.096 -0.215
5 C -0.237 1.552 -1.364
6 H 0.135 0.362 1.855
7 H -0.115 -1.331 0.709
8 H -1.323 0.231 0.763
9 H 1.443 1.082 -0.169
10 H 0.275 1.486 -2.328
11 H -1.313 1.647 -1.422

Total charge   -1
M   59.09 g mol⁻¹
HOMO level   -0.059 Ha



*B*
Entry from OMol25: a cluster of 2 separate species, C3H7O in total (the ωB97M-V functional and the def2-TZVPD basis).

CARTESIAN COORDINATES (ANGSTROEM)
1 O -2.350 0.068 0.161
2 H -2.023 0.945 -0.058
3 C 1.331 0.598 0.955
4 C 0.730 0.248 -0.220
5 C 0.834 -0.993 -0.902
6 H 1.377 1.638 1.276
7 H -1.565 -0.452 -0.057
8 H 1.985 -0.101 1.469
9 H 0.096 0.973 -0.751
10 H -0.029 -1.431 -1.387
11 H 1.789 -1.496 -0.932

Total charge   -1
M   59.09 g mol⁻¹
HOMO level   -0.036 Ha



*C*
Entry from OMol25: the ion C3H7O with charge -1 (the ωB97M-V functional and the def2-TZVPD basis).

CARTESIAN COORDINATES (ANGSTROEM)
1 C -0.884 -0.677 0.644
2 O -1.094 -1.681 -0.222
3 C 0.453 0.071 0.434
4 C 0.567 0.598 -0.989
5 H -1.667 0.143 0.602
6 H -0.893 -0.999 1.727
7 H 0.512 0.927 1.130
8 H 1.278 -0.610 0.662
9 H 1.522 1.114 -1.132
10 H 0.443 -0.209 -1.704
11 H -0.237 1.323 -1.153

Total charge   -1
M   59.09 g mol⁻¹
SMILES   CCC[O-]
HOMO level   -0.074 Ha



Which of them is most stable, and which least? Most stable: *C*; least stable: *B*.



*A*
Entry from OMol25: an isolated molecule of C2H2N4O (the ωB97M-V functional and the def2-TZVPD basis).

CARTESIAN COORDINATES (ANGSTROEM)
1 C -0.185 0.883 -0.399
2 C 1.219 -0.505 0.769
3 H -0.047 2.743 -0.254
4 H 2.223 -0.632 1.210
5 N -0.681 2.033 -0.445
6 N 1.050 0.578 0.055
7 N -1.010 -1.326 -0.394
8 N -1.023 -0.241 -0.703
9 O 0.409 -1.461 0.905

M   98.06 g mol⁻¹
HOMO level   -0.366 Ha



*B*
Entry from OMol25: an isolated molecule of C2H2N4O (the ωB97M-V functional and the def2-TZVPD basis).

CARTESIAN COORDINATES (ANGSTROEM)
1 C -0.666 -0.111 -0.198
2 C 0.273 1.013 -0.307
3 H -2.576 -0.676 0.316
4 H 0.190 2.024 -0.025
5 N -1.920 0.061 0.271
6 N 1.539 0.896 -0.018
7 N 1.174 -1.498 0.001
8 N -0.085 -1.425 -0.273
9 O 2.071 -0.284 0.233

M   98.06 g mol⁻¹
SMILES   [H]/N=c1/cnonn1
HOMO level   -0.377 Ha



*C*
Entry from OMol25: an isolated molecule of C2H2N4O (the ωB97M-V functional and the def2-TZVPD basis).

CARTESIAN COORDINATES (ANGSTROEM)
1 C 1.582 0.651 0.047
2 C 0.170 0.287 0.110
3 H 1.483 -1.168 -0.080
4 H 2.002 1.547 0.255
5 N -0.248 -0.958 0.114
6 N -1.596 -0.907 -0.022
7 N -1.964 0.383 -0.061
8 N -0.918 1.072 -0.058
9 O 2.385 -0.392 -0.116

M   98.06 g mol⁻¹
SMILES   OC=C1N=NN=N1
HOMO level   -0.385 Ha



Which of them is most stable, and which least? Most stable: *A*; least stable: *B*.